Entry 1:
Entry from OMol25: a 2-piece molecular cluster, C3H9NSi overall in a non-equilibrium geometry (ωB97M-V with the def2-TZVPD basis set).

The LUMO energy comes out at 0.8932 eV. For the total energy, the calculation gives -463.85044 Ha. Its energy above the lowest of the compared OMol25 structures with the same formula, charge and spin is 217.1 kJ/mol.

Structure (ORCA input):
```
! RIJCOSX wB97M-V def2-TZVPD def2/J DEFGRID3
* xyz 0 1
C -0.766 -1.133 0.107
Si 0.865 -0.491 -0.615
N 1.530 -1.577 -1.743
H -1.747 -1.357 -0.305
H -0.383 -1.955 0.653
H -1.021 -0.510 0.931
H 0.981 0.813 -1.294
H 1.747 -0.077 0.539
H 2.565 -1.378 -2.080
H 1.335 -2.634 -1.708
C -1.725 2.970 1.432
C -0.829 2.163 1.320
H -2.584 3.477 1.503
H 0.032 1.688 1.260
*
```



Entry 2:
Entry from OMol25: one molecule with the formula C3H9NSi in a non-equilibrium geometry (ωB97M-V with the def2-TZVPD basis set).

The LUMO energy comes out at 0.5437 eV. For the total energy, the calculation gives -463.82817 Ha. Its energy above the lowest of the compared OMol25 structures with the same formula, charge and spin is 275.5 kJ/mol.

Structure (ORCA input):
```
! RIJCOSX wB97M-V def2-TZVPD def2/J DEFGRID3
* xyz 0 1
H -4.043 -0.387 1.409
N -3.149 -0.278 1.041
Si -2.095 0.288 0.120
C -0.331 -0.359 0.229
C 0.763 0.319 -0.656
C 2.175 0.064 0.025
H -2.009 1.125 -1.113
H 0.184 -0.705 1.209
H -0.417 -1.511 -0.109
H 0.382 -0.270 -1.632
H 0.899 1.383 -1.062
H 2.580 1.139 0.456
H 2.989 -0.283 -0.775
H 2.071 -0.525 0.858
*
```



Entry 3:
Entry from OMol25: a 2-piece molecular cluster, C3H9O overall in a non-equilibrium geometry (ωB97M-V with the def2-TZVPD basis set).

The LUMO energy comes out at 4.5398 eV. For the total energy, the calculation gives -194.90519 Ha. Its energy above the lowest of the compared OMol25 structures with the same formula, charge and spin is 24.6 kJ/mol.

Structure (ORCA input):
```
! RIJCOSX wB97M-V def2-TZVPD def2/J DEFGRID3
* xyz -1 1
C 2.502 1.137 -0.225
H 1.457 0.936 0.048
H 2.834 2.095 0.187
H 2.425 1.169 -1.330
H 3.228 0.390 0.107
C -1.086 -0.255 -0.211
O -0.680 0.691 0.655
C -2.062 -1.245 0.487
H -0.227 -0.801 -0.695
H -1.646 0.109 -1.130
H -2.199 -2.203 -0.034
H -2.961 -0.653 0.666
H -1.586 -1.370 1.475
*
```



Entry 4:
Entry from OMol25: a 2-piece molecular cluster, C3H9O overall in a non-equilibrium geometry (ωB97M-V with the def2-TZVPD basis set).

The LUMO energy comes out at 4.0880 eV. For the total energy, the calculation gives -194.89917 Ha. Its energy above the lowest of the compared OMol25 structures with the same formula, charge and spin is 40.4 kJ/mol.

Structure (ORCA input):
```
! RIJCOSX wB97M-V def2-TZVPD def2/J DEFGRID3
* xyz -1 1
O 2.059 1.451 -0.844
H 2.359 2.304 -1.161
C -1.763 0.249 0.067
C -0.275 -0.209 0.075
C -0.045 -1.586 0.705
H -2.332 -0.428 -0.580
H -1.819 1.291 -0.254
H -2.244 0.284 1.052
H 0.188 0.545 0.697
H 0.043 -0.211 -0.958
H 0.891 -1.572 1.260
H -0.813 -1.857 1.447
H -0.112 -2.398 -0.022
*
```



Entry 5:
Entry from OMol25: a 2-piece molecular cluster, C3H9O overall in a non-equilibrium geometry (ωB97M-V with the def2-TZVPD basis set).

The LUMO energy comes out at 4.4675 eV. For the total energy, the calculation gives -194.87144 Ha. Its energy above the lowest of the compared OMol25 structures with the same formula, charge and spin is 113.2 kJ/mol.

Structure (ORCA input):
```
! RIJCOSX wB97M-V def2-TZVPD def2/J DEFGRID3
* xyz -1 1
C 1.079 -1.851 1.399
H 0.953 -2.407 0.384
H 2.105 -1.698 1.686
H 0.628 -2.301 2.321
H 0.729 -0.880 1.302
C -0.367 1.565 -0.270
O 0.890 1.141 0.026
C -0.997 0.806 -1.470
H -0.534 2.722 -0.385
H -1.154 1.234 0.654
H -2.087 0.621 -1.803
H -0.710 -0.176 -1.365
H -0.535 1.223 -2.480
*
```



Entry 6:
Entry from OMol25: a 2-piece molecular cluster, C3H9O2 overall (ωB97M-V with the def2-TZVPD basis set).

The LUMO energy comes out at 4.0449 eV. For the total energy, the calculation gives -270.15758 Ha. Its energy above the lowest of the compared OMol25 structures with the same formula, charge and spin is 73.9 kJ/mol.

Structure (ORCA input):
```
! RIJCOSX wB97M-V def2-TZVPD def2/J DEFGRID3
* xyz -1 1
C -0.873 -0.471 0.604
O -1.125 -1.745 0.826
C 0.593 -0.123 0.237
C 1.626 -0.428 1.345
H -1.047 0.225 1.502
H -1.537 0.004 -0.209
H 0.595 0.961 0.019
H 0.941 -0.664 -0.650
H 2.595 -0.386 0.854
H 1.412 -1.408 1.766
H 1.598 0.307 2.152
H -2.068 1.320 -2.208
H -0.875 1.206 -3.110
O -1.835 1.201 -3.129
*
```



Entry 7:
Entry from OMol25: a 2-piece molecular cluster, C3H9O2 overall in a non-equilibrium geometry (ωB97M-V with the def2-TZVPD basis set).

The LUMO energy comes out at 4.2398 eV. For the total energy, the calculation gives -270.14142 Ha. Its energy above the lowest of the compared OMol25 structures with the same formula, charge and spin is 116.4 kJ/mol.

Structure (ORCA input):
```
! RIJCOSX wB97M-V def2-TZVPD def2/J DEFGRID3
* xyz -1 1
C 0.236 -0.149 0.045
O -0.668 0.937 0.287
C 0.807 -0.635 1.321
C 1.022 -2.102 0.966
H 0.990 -0.076 -0.697
H -0.453 -0.932 -0.358
H 0.133 -0.573 2.279
H 1.833 -0.163 1.468
H 1.373 -2.676 1.832
H 1.711 -2.033 0.114
H 0.043 -2.451 0.573
H -0.856 1.387 -1.375
H -2.064 2.104 -1.906
O -1.220 1.904 -2.277
*
```



Entry 8:
Entry from OMol25: a 2-piece molecular cluster, C3H9O2 overall in a non-equilibrium geometry (ωB97M-V with the def2-TZVPD basis set).

The LUMO energy comes out at 3.5820 eV. For the total energy, the calculation gives -270.12198 Ha. Its energy above the lowest of the compared OMol25 structures with the same formula, charge and spin is 167.4 kJ/mol.

Structure (ORCA input):
```
! RIJCOSX wB97M-V def2-TZVPD def2/J DEFGRID3
* xyz -1 1
C 0.019 -2.079 2.471
O -1.149 -1.373 2.266
H 0.830 -1.838 1.737
H -0.150 -3.155 2.286
H 0.464 -1.902 3.467
C 0.579 1.405 -1.731
O -0.370 2.098 -2.618
C -0.142 0.658 -0.663
H 1.208 2.219 -1.371
H 1.173 0.826 -2.444
H -1.245 1.677 -2.495
H 0.285 0.732 0.342
H -0.393 -0.388 -0.824
H -1.111 1.120 -0.426
*
```



Entry 9:
Entry from OMol25: C3H9O2 as an isolated structure in a non-equilibrium geometry (ωB97M-V with the def2-TZVPD basis set).

The LUMO energy comes out at 4.3778 eV. For the total energy, the calculation gives -270.13249 Ha. Its energy above the lowest of the compared OMol25 structures with the same formula, charge and spin is 139.8 kJ/mol.

Structure (ORCA input):
```
! RIJCOSX wB97M-V def2-TZVPD def2/J DEFGRID3
* xyz -1 1
C 2.043 -1.758 -0.820
O 1.987 -1.283 0.518
H 3.028 -1.673 -1.388
H 1.364 -1.150 -1.468
H 1.515 -2.746 -0.945
C -1.374 0.391 0.336
O -0.172 -0.151 0.799
C -1.429 1.986 0.458
H -2.235 -0.012 1.019
H -1.505 0.065 -0.700
H 0.900 -0.706 0.556
H -0.468 2.477 0.318
H -1.501 2.187 1.494
H -2.154 2.373 -0.178
*
```



Entry 10:
Entry from OMol25: a 2-piece molecular cluster, C3H9O2P overall in a non-equilibrium geometry (ωB97M-V with the def2-TZVPD basis set).

The LUMO energy (spin up / spin down) comes out at 0.8129 / 0.8943 eV. For the total energy, the calculation gives -611.39613 Ha. Its energy above the lowest of the compared OMol25 structures with the same formula, charge and spin is 394.0 kJ/mol.

Structure (ORCA input):
```
! RIJCOSX wB97M-V def2-TZVPD def2/J DEFGRID3
* xyz 0 1
C -1.902 0.405 -0.145
C -1.024 -0.595 0.517
C 1.316 0.553 0.560
O -0.771 -1.675 -0.294
O 1.216 1.727 -0.124
P 2.155 -0.889 -0.046
H -2.097 1.250 0.504
H -1.435 0.756 -1.065
H -2.848 -0.065 -0.430
H -1.122 -0.791 1.574
H 1.305 0.722 1.628
H -0.188 -2.305 0.142
H 1.271 1.573 -1.073
H 1.616 -0.829 -1.336
H 3.342 -0.301 -0.505
*
```